CH6S4 | the ωB97M-V functional and the def2-TZVPD basis

As for the total charge: -1. The value obtained for the energy above the lowest of the compared OMol25 structures with the same formula, charge and spin is 73.2 kJ/mol. The spin multiplicity is 2. The calculation puts the total energy at -44474.193 eV. The calculation puts the gap between HOMO and LUMO (spin up / spin down) at 2.49 / 5.86 eV.

Atoms and positions in Å:
S 2.8190 0.6126 -0.5492
S 2.2740 2.4652 -1.1707
H 2.5186 0.6192 0.7588
H 0.9314 2.5280 -1.1346
C -0.7058 -1.7029 -0.3813
S -2.3013 -2.0018 0.3826
S -2.5323 -0.1875 1.4190
H -0.5558 -0.9117 -1.1334
H -0.2433 -2.5999 -0.7892
H 0.0606 -1.3167 0.3189
H -1.7171 0.2263 2.4298

Cartesian forces, eV/Å:
S -0.26 -0.69 -0.16
S 0.32 0.96 0.06
H -0.02 0.31 0.06
H -0.09 -0.60 0.06
C 1.83 0.72 -0.01
S 0.47 -2.66 -1.63
S -0.79 2.76 0.82
H -1.10 -0.17 -0.29
H -0.33 -0.26 -0.07
H -0.49 -0.43 0.53
H 0.46 0.07 0.64

Atomic partial charges in e from the Mulliken method, atoms 1 to 4: -0.186, -0.202, 0.176, 0.179